Formula: C18H34N5O3PSn
Source: the Open Molecules 2025 dataset
Level of theory: wB97M-V/def2-TZVPD

Cartesian coordinates (Å):
Sn: -0.405 0.299 1.765
P: -1.711 -1.514 0.011
O: -2.461 -0.470 -0.942
O: -2.649 -2.752 0.015
O: -0.401 -1.825 -0.818
N: -1.382 1.867 0.460
N: 3.710 1.505 0.841
N: 2.889 0.737 -1.308
N: 3.606 -0.867 0.364
N: 1.539 0.394 0.701
C: -2.014 -4.888 1.046
C: -0.389 -3.872 -2.199
C: 4.355 0.201 1.042
C: -0.799 3.152 0.848
C: 2.380 1.472 1.386
C: -1.049 3.624 2.127
C: -3.923 -0.277 -0.873
C: -0.457 4.813 2.533
C: -4.605 -1.020 -1.990
C: -0.404 -2.366 -2.204
C: 3.540 -0.560 -1.069
C: 0.596 5.034 0.380
C: 1.548 0.693 -0.789
C: 0.012 3.845 -0.037
C: 3.645 1.781 -0.599
C: -2.854 -3.652 1.185
C: 2.275 -0.930 0.903
C: 0.370 5.513 1.664
H: -2.368 1.836 0.715
H: 0.152 3.502 -1.056
H: -1.352 1.711 -0.546
H: -1.263 -1.945 -2.722
H: -0.948 -4.659 1.062
H: 2.320 -1.120 1.976
H: -4.252 -0.668 -2.960
H: -2.623 -3.089 2.090
H: -0.113 -4.221 -3.196
H: -3.917 -3.864 1.176
H: 4.656 1.821 -0.998
H: -4.074 0.797 -0.966
H: 0.971 -0.078 -1.286
H: 0.500 -1.958 -2.653
H: -4.285 -0.592 0.106
H: -4.430 -2.093 -1.916
H: 4.551 -0.527 -1.471
H: -5.680 -0.840 -1.933
H: -2.229 -5.553 1.884
H: 1.073 1.662 -0.931
H: -2.247 -5.423 0.126
H: 5.363 0.239 0.636
H: 1.881 2.430 1.245
H: 1.214 5.595 -0.308
H: 2.987 -1.347 -1.584
H: 0.352 -4.251 -1.494
H: 3.168 2.749 -0.763
H: 4.416 -0.016 2.108
H: 0.822 6.443 1.982
H: -1.364 -4.288 -1.952
H: -0.652 5.195 3.525
H: 1.695 -1.707 0.414
H: 2.417 1.235 2.450
H: -1.706 3.087 2.802

highest occupied orbital energy: -14.719 eV
maximum force: 1.28 eV Å⁻¹
molar mass: 518.19 u
spin multiplicity: 1
charge: +2
Kohn-Sham gap: 8.32 eV
LUMO level: -6.39 eV

Atom charges from the Löwdin analysis, given in e for atoms 1 to 4:
1 Sn 1.27
2 P 0.61
3 O -0.31
4 O -0.25

Formula: C18H34O3
Source: the Open Molecules 2025 dataset
Level of theory: wB97M-V/def2-TZVPD

Cartesian coordinates (Å):
O: -4.509 -2.788 0.875
O: -4.297 -5.426 1.326
O: -2.260 -5.203 2.219
C: -3.242 -3.280 1.213
C: 0.371 2.350 -1.592
C: 0.767 -0.233 1.851
C: -3.343 -4.742 1.595
C: -2.241 -3.168 0.044
C: -2.238 3.257 -3.116
C: 3.056 -1.107 1.244
C: 1.686 2.636 -0.871
C: 4.111 1.892 -0.588
C: -2.136 2.834 -1.655
C: 0.041 -1.293 1.027
C: -2.039 -1.720 -0.403
C: 2.815 1.747 -1.387
C: -0.785 3.170 -1.023
C: 4.062 1.164 0.759
C: -1.357 -0.823 0.629
C: 2.135 -0.705 2.360
C: 3.872 -0.310 0.571
H: -2.873 -2.707 2.070
H: -1.983 -0.741 1.520
H: -2.921 3.340 -1.087
H: 4.320 2.951 -0.422
H: -0.848 2.987 0.053
H: 5.013 1.330 1.277
H: 4.494 -0.739 -0.206
H: -1.442 -1.727 -1.318
H: 0.136 1.286 -1.498
H: 2.587 0.096 2.948
H: 4.936 1.480 -1.174
H: -2.314 1.759 -1.577
H: -2.029 4.320 -3.219
H: 0.148 0.041 2.710
H: -2.356 -6.149 2.416
H: -2.636 -3.743 -0.797
H: 1.957 3.686 -1.008
H: 0.900 0.659 1.238
H: 1.548 2.473 0.200
H: 2.496 0.702 -1.350
H: 1.989 -1.562 3.021
H: 0.494 2.568 -2.654
H: -3.239 3.067 -3.494
H: 3.271 1.580 1.380
H: 3.027 -2.156 0.981
H: -0.577 4.234 -1.162
H: 0.622 -1.505 0.126
H: 3.007 1.998 -2.432
H: -1.280 0.180 0.202
H: -0.025 -2.214 1.609
H: -1.294 -3.612 0.349
H: -1.533 2.705 -3.733
H: -3.018 -1.299 -0.640
H: -5.049 -3.541 0.591

highest occupied orbital energy: -9.179 eV
SMILES: CCCCCCCC/C=C\CCCCCC[C@@H](O)C(=O)O
maximum force: 0.60 eV Å⁻¹
energy relative to the best compared isomer or geometry (same formula, charge and spin): 21.4 kcal per mole
molar mass: 298.47 u
spin multiplicity: 1
charge: 0
Kohn-Sham gap: 9.77 eV
LUMO level: 0.59 eV

Atom charges from the Löwdin analysis, given in e for atoms 1 to 4:
1 O 0.00
2 O 0.12
3 O 0.13
4 C -0.31

Formula: C18H35AlCl3F5LiN2O3P
Source: the Open Molecules 2025 dataset
Level of theory: wB97M-V/def2-TZVPD

Cartesian coordinates (Å):
Cl: -5.414 4.407 -1.777
Cl: -3.549 6.137 -3.100
Cl: -4.889 3.965 -4.531
P: -3.184 1.494 0.519
Al: -6.018 2.999 0.131
F: -0.612 -1.071 4.570
F: -3.254 4.901 -0.786
F: -1.531 1.034 2.501
F: -7.634 2.789 -0.776
F: 3.737 -1.463 -4.716
O: -2.572 2.015 -0.696
O: -1.285 -3.788 1.424
O: 4.158 -2.178 -0.322
N: -1.571 -2.625 0.943
N: -8.194 2.830 -3.237
C: -0.990 -0.257 0.601
C: -3.728 -2.034 -0.023
C: 7.588 1.560 -0.039
C: 9.764 1.813 0.944
C: 8.779 2.261 0.077
C: -4.125 4.537 -3.034
C: 7.385 0.410 0.709
C: -2.935 -2.111 1.288
C: 0.146 -1.598 2.427
C: 9.562 0.661 1.690
C: 8.374 -0.043 1.570
C: -3.597 -3.147 2.141
C: -0.507 -1.618 1.064
C: -2.970 -0.806 2.071
C: 0.626 -2.024 0.073
C: 4.752 -1.642 -1.509
C: 3.764 -0.784 -2.273
C: -2.103 0.313 1.462
Li: -2.676 -5.500 1.570
H: -2.623 -0.956 3.082
H: 6.817 1.912 -0.713
H: -4.417 0.850 0.278
H: 1.517 -2.265 0.633
H: 8.939 3.157 -0.507
H: -3.305 3.890 -2.756
H: 0.881 -1.222 -0.598
H: 1.078 -1.063 2.344
H: 5.110 -2.466 -2.134
H: 4.221 -0.360 -3.151
H: 8.217 -0.944 2.149
H: 3.406 -2.714 -0.591
H: -4.006 -0.496 2.078
H: 0.365 -2.931 -0.449
H: -3.347 -1.290 -0.704
H: -4.629 -2.886 2.303
H: -4.772 -1.884 0.211
H: -0.152 0.422 0.587
H: 10.332 0.311 2.365
H: 2.887 -1.371 -2.569
H: -3.109 -3.226 3.099
H: -1.382 -0.321 -0.406
H: -3.655 -3.008 -0.489
H: 10.691 2.363 1.039
H: -3.472 2.508 1.446
H: 0.376 -2.580 2.802
H: 6.454 -0.136 0.623
H: -7.251 3.131 -3.525
H: -0.489 -0.988 3.181
H: 5.609 -1.051 -1.198
H: -8.104 2.565 -2.157
H: -8.491 2.028 -3.785
H: -8.854 3.591 -3.365
H: 3.402 0.039 -1.650
H: -3.543 -4.046 1.572

highest occupied orbital energy (spin up / spin down): -9.230 / -9.230 eV
expectation value of S²: 1.76
maximum force: 2.38 eV Å⁻¹
molar mass: 593.74 u
spin multiplicity: 2
charge: +1
Kohn-Sham gap (spin up / spin down): 3.74 / 3.68 eV
LUMO level (spin up / spin down): -5.49 / -5.55 eV

Atom charges from the Löwdin analysis, given in e for atoms 1 to 4:
1 Cl 0.54
2 Cl 0.65
3 Cl 0.52
4 P 0.66

Formula: C18H35AsN6PdS2
Source: the Open Molecules 2025 dataset
Level of theory: wB97M-V/def2-TZVPD

Cartesian coordinates (Å):
Pd: -0.296 -1.555 -0.485
As: -0.698 1.910 3.156
S: -0.139 1.069 1.115
S: -0.673 2.554 -0.182
N: -0.025 -3.302 -1.491
N: -1.701 -0.259 -3.070
N: -0.996 -2.733 1.058
N: 1.875 3.380 0.373
N: 0.374 -0.434 -2.027
N: 0.454 4.930 -0.617
C: -0.419 -2.444 2.388
C: 0.270 0.368 -4.280
C: -0.358 -0.100 -3.109
C: 2.396 0.154 -3.177
C: 2.863 4.293 0.302
C: 0.444 1.054 4.429
C: 1.431 5.858 -0.731
C: -0.692 -4.152 0.695
C: -2.538 1.585 3.551
C: 1.632 0.476 -4.318
C: -0.394 -3.289 -2.931
C: -0.874 -4.310 -0.787
C: 1.427 -3.653 -1.367
C: 0.712 3.708 -0.097
C: -2.471 -2.515 1.107
C: -0.393 3.795 3.152
C: 2.688 5.547 -0.271
C: 1.737 -0.284 -2.074
H: -0.277 -4.305 -3.318
H: 3.473 0.237 -3.175
H: -2.261 -0.012 -3.869
H: -0.337 0.621 -5.139
H: -0.737 -1.452 2.708
H: 0.649 4.014 2.930
H: 2.267 -0.540 -1.164
H: -0.587 -5.311 -1.118
H: 1.548 -4.722 -1.557
H: 3.497 6.261 -0.346
H: 0.412 1.699 5.311
H: -2.916 -2.665 0.126
H: -2.668 -1.498 1.439
H: -1.906 -4.156 -1.098
H: 0.336 -4.361 0.988
H: -1.073 4.282 2.455
H: -2.758 2.138 4.468
H: -0.777 -3.175 3.117
H: -3.168 1.956 2.745
H: -0.480 5.165 -0.944
H: 1.153 6.809 -1.168
H: 1.808 -3.423 -0.376
H: -2.707 0.524 3.723
H: 0.272 -2.629 -3.478
H: 3.820 3.996 0.715
H: -2.931 -3.215 1.808
H: -1.429 -2.978 -3.046
H: -2.186 -0.478 -2.219
H: 1.466 0.986 4.062
H: -1.333 -4.835 1.256
H: 0.668 -2.493 2.342
H: 0.048 0.073 4.682
H: 2.121 0.811 -5.224
H: -0.627 4.123 4.167
H: 1.985 -3.098 -2.114

highest occupied orbital energy: -19.277 eV
maximum force: 0.43 eV Å⁻¹
molar mass: 581.00 u
spin multiplicity: 1
charge: +4
Kohn-Sham gap: 6.64 eV
LUMO level: -12.64 eV

Atom charges from the Löwdin analysis, given in e for atoms 1 to 4:
1 Pd 0.94
2 As 0.96
3 S 0.24
4 S 0.60